This record from OMol25 describes a 12-piece molecular cluster, C41H77NO13S11 overall in a non-equilibrium geometry. The level of theory is ωB97M-V/def2-TZVPD.

**Total charge**: 0
**HOMO energy**: -7.9 eV
**Frontier orbital gap**: 8.0 eV

Each line ends with the Löwdin charge.
Atoms and positions in Å:
O1 -1.63 2.94 -5.27  0.1275
C1 -0.86 2.66 -4.38  -0.3036
C2 -1.29 2.32 -3.01  -0.1032
C3 -2.35 2.94 -2.36  -0.0229
C4 -2.66 2.54 -1.08  -0.0561
C5 -1.95 1.57 -0.40  -0.0330
C6 -0.90 0.94 -1.05  0.0157
C7 -0.59 1.32 -2.34  -0.0962
C8 0.52 0.67 -3.08  -0.2898
O2 0.69 -0.51 -3.07  0.1077
C9 1.34 1.63 -3.90  -0.0165
C10 0.62 2.61 -4.58  -0.0844
C11 1.24 3.53 -5.43  0.0091
C12 2.62 3.46 -5.57  -0.0402
C13 3.35 2.50 -4.86  -0.0045
C14 2.74 1.58 -4.02  -0.0814
C15 3.57 0.61 -3.26  -0.2237
C16 4.72 0.07 -3.82  -0.0254
C17 5.50 -0.85 -3.14  -0.0587
C18 5.08 -1.21 -1.87  -0.0642
C19 3.94 -0.59 -1.37  -0.1284
N1 3.19 0.30 -2.01  0.1393
H1 -2.93 3.69 -2.87  0.1216
H2 -3.48 2.99 -0.54  0.1116
H3 -2.17 1.26 0.61  0.0687
H4 -0.29 0.18 -0.60  0.1262
H5 0.65 4.26 -5.96  0.1189
H6 3.12 4.16 -6.23  0.0649
H7 4.42 2.53 -4.99  0.1094
H8 5.01 0.36 -4.81  0.1123
H9 6.39 -1.28 -3.58  0.1093
H10 5.62 -1.93 -1.28  0.0985
H11 3.63 -0.84 -0.36  0.0957
C20 -2.70 0.43 4.75  -0.2792
S1 -3.89 0.35 3.42  0.8237
O3 -3.09 0.30 2.15  -0.5724
C21 -4.49 2.03 3.59  -0.2634
H12 -2.17 -0.52 4.79  0.0460
H13 -1.99 1.24 4.56  0.0481
H14 -3.22 0.58 5.69  0.0553
H15 -3.66 2.73 3.49  0.0564
H16 -4.96 2.14 4.57  0.0525
H17 -5.22 2.21 2.81  0.0462
C22 1.97 2.84 5.38  -0.2471
S2 1.37 1.80 6.71  0.7897
O4 0.33 0.91 6.13  -0.5460
C23 0.52 3.09 7.62  -0.2663
H18 2.51 2.20 4.67  0.0215
H19 1.13 3.32 4.88  0.0638
H20 2.66 3.59 5.79  0.0583
H21 -0.23 3.56 6.97  0.0578
H22 1.25 3.83 7.95  0.0516
H23 0.04 2.64 8.48  0.0477
C24 2.48 -1.23 5.08  -0.2652
S3 4.08 -0.84 4.39  0.8101
O5 4.07 0.62 4.08  -0.5630
C25 3.83 -1.70 2.82  -0.2719
H24 2.41 -0.74 6.05  0.0162
H25 1.69 -0.86 4.43  0.0599
H26 2.38 -2.31 5.22  0.0617
H27 2.96 -1.30 2.31  0.0539
H28 3.70 -2.77 3.02  0.0536
H29 4.72 -1.55 2.21  0.0423
C26 -0.23 6.12 -1.56  -0.2627
S4 0.82 5.18 -0.44  0.7876
O6 0.03 4.94 0.79  -0.5538
C27 1.97 6.51 -0.06  -0.2743
H30 -1.04 5.46 -1.87  0.0291
H31 -0.64 6.99 -1.05  0.0587
H32 0.35 6.42 -2.43  0.0543
H33 1.43 7.35 0.37  0.0555
H34 2.49 6.81 -0.97  0.0514
H35 2.69 6.12 0.66  0.0478
C28 7.38 4.33 -7.49  -0.2697
S5 6.05 5.54 -7.54  0.8280
O7 4.79 4.81 -7.23  -0.5586
C29 6.08 5.79 -9.32  -0.2698
H36 7.49 4.01 -6.46  0.0497
H37 7.12 3.48 -8.12  0.0602
H38 8.30 4.80 -7.83  0.0536
H39 5.91 4.84 -9.83  0.0599
H40 7.04 6.21 -9.61  0.0534
H41 5.29 6.49 -9.58  0.0503
C30 -5.00 -4.02 4.12  -0.2555
S6 -4.87 -3.28 5.74  0.7994
O8 -4.66 -1.82 5.54  -0.5830
C31 -3.28 -4.00 6.16  -0.2605
H42 -5.92 -3.66 3.66  0.0540
H43 -4.15 -3.72 3.51  0.0603
H44 -5.04 -5.10 4.22  0.0377
H45 -2.55 -3.70 5.42  0.0581
H46 -3.38 -5.08 6.19  0.0310
H47 -3.00 -3.62 7.14  0.0520
C32 7.36 -0.70 8.72  -0.2732
S7 5.61 -1.09 8.58  0.8025
O9 5.42 -1.72 7.25  -0.5712
C33 5.05 0.61 8.42  -0.2683
H48 7.91 -1.64 8.79  0.0481
H49 7.69 -0.14 7.85  0.0591
H50 7.53 -0.12 9.63  0.0513
H51 5.53 1.08 7.56  0.0634
H52 5.29 1.16 9.34  0.0529
H53 3.97 0.60 8.28  0.0244
C34 -4.10 -1.92 -1.97  -0.2670
S8 -5.47 -0.77 -2.05  0.7911
O10 -6.72 -1.55 -1.85  -0.5643
C35 -5.33 -0.44 -3.81  -0.2763
H54 -4.02 -2.28 -0.94  0.0475
H55 -4.28 -2.76 -2.64  0.0555
H56 -3.17 -1.40 -2.24  0.0431
H57 -5.43 -1.36 -4.37  0.0221
H58 -4.37 0.03 -4.00  0.0502
H59 -6.13 0.24 -4.08  0.0540
C36 1.13 -2.42 -5.35  -0.2762
S9 2.69 -3.13 -4.82  0.7925
O11 3.63 -3.00 -5.97  -0.5573
C37 2.12 -4.84 -4.81  -0.2729
H60 1.27 -1.35 -5.46  0.0401
H61 0.83 -2.87 -6.30  0.0574
H62 0.37 -2.61 -4.59  0.0492
H63 1.74 -5.11 -5.80  0.0546
H64 1.33 -4.95 -4.06  0.0531
H65 2.96 -5.47 -4.55  0.0466
C38 -7.78 -5.94 6.87  -0.2652
S10 -6.27 -6.76 7.38  0.8181
O12 -5.28 -6.58 6.29  -0.5669
C39 -6.90 -8.44 7.23  -0.2697
H66 -7.58 -4.87 6.85  0.0376
H67 -8.06 -6.28 5.87  0.0626
H68 -8.57 -6.15 7.58  0.0547
H69 -7.24 -8.61 6.21  0.0595
H70 -7.72 -8.58 7.94  0.0535
H71 -6.09 -9.12 7.47  0.0500
C40 -3.38 -2.00 -7.75  -0.2707
S11 -5.15 -1.74 -7.93  0.8199
O13 -5.72 -1.68 -6.56  -0.5517
C41 -5.52 -3.36 -8.59  -0.2726
H72 -2.96 -1.11 -7.30  0.0498
H73 -3.21 -2.86 -7.09  0.0574
H74 -2.94 -2.17 -8.73  0.0527
H75 -5.20 -4.13 -7.88  0.0579
H76 -5.02 -3.49 -9.54  0.0518
H77 -6.60 -3.43 -8.73  0.0491

This record from OMol25 describes a 12-piece molecular cluster, C41H78O19S3 overall in a non-equilibrium geometry. The level of theory is ωB97M-V/def2-TZVPD.

**Total charge**: 0
**HOMO energy**: -9.0 eV
**Frontier orbital gap**: 9.2 eV

Each line ends with the Löwdin charge.
Atoms and positions in Å:
C1 -9.72 -1.66 -12.13  -0.0235
C2 -8.45 -2.23 -11.51  -0.3180
C3 -8.64 -3.59 -10.75  -0.0685
O1 -7.75 -4.46 -11.46  0.0620
C4 -7.12 -3.85 -12.45  -0.5541
O2 -6.31 -4.33 -13.17  0.1682
O3 -7.56 -2.56 -12.53  0.0864
H1 -10.19 -2.34 -12.84  0.0907
H2 -9.49 -0.73 -12.64  0.0847
H3 -10.48 -1.50 -11.36  0.0770
H4 -8.04 -1.53 -10.78  0.1514
H5 -9.64 -4.01 -10.89  0.1152
H6 -8.45 -3.54 -9.68  0.1192
C5 -9.93 -6.91 -5.59  -0.0213
C6 -10.63 -6.10 -4.52  -0.2890
C7 -11.16 -6.90 -3.32  -0.0720
O4 -10.60 -6.25 -2.19  0.0565
C8 -9.68 -5.32 -2.57  -0.5668
O5 -9.00 -4.72 -1.80  0.1639
O6 -9.62 -5.27 -3.90  0.0680
H7 -10.58 -7.73 -5.90  0.0933
H8 -9.10 -7.42 -5.09  0.0879
H9 -9.65 -6.35 -6.48  0.0584
H10 -11.36 -5.42 -4.96  0.1410
H11 -10.82 -7.94 -3.36  0.1341
H12 -12.24 -6.74 -3.23  0.1340
O7 -6.61 -11.28 -14.95  -0.3523
S1 -7.37 -12.23 -14.12  0.7054
O8 -8.19 -13.23 -14.74  -0.3218
C9 -6.26 -12.93 -12.82  -0.1840
C10 -6.88 -12.44 -11.49  -0.2101
C11 -8.38 -12.21 -11.67  -0.2032
C12 -8.42 -11.34 -12.92  -0.2224
H13 -5.33 -12.39 -12.99  0.0653
H14 -6.07 -13.98 -12.98  0.1042
H15 -6.58 -13.15 -10.71  0.1175
H16 -6.44 -11.46 -11.30  0.0912
H17 -8.85 -11.70 -10.83  0.0907
H18 -8.87 -13.17 -11.83  0.1204
H19 -7.90 -10.41 -12.69  0.0826
H20 -9.38 -11.10 -13.37  0.1041
O9 -4.02 -3.11 -3.47  -0.3290
S2 -4.54 -3.89 -4.56  0.6777
O10 -3.97 -5.19 -4.87  -0.3449
C13 -6.35 -4.05 -4.43  -0.2276
C14 -6.88 -2.90 -5.25  -0.2142
C15 -6.02 -2.92 -6.52  -0.2228
C16 -4.57 -2.82 -6.05  -0.1938
H21 -6.67 -4.11 -3.39  0.1014
H22 -6.63 -4.99 -4.91  0.0916
H23 -7.93 -3.09 -5.49  0.1159
H24 -6.71 -1.99 -4.68  0.1238
H25 -6.31 -2.09 -7.17  0.1132
H26 -6.17 -3.83 -7.10  0.0841
H27 -4.23 -1.84 -5.73  0.1013
H28 -3.84 -3.35 -6.66  0.0973
O11 -6.28 -5.63 -8.65  -0.3183
S3 -7.41 -6.53 -8.70  0.6977
O12 -8.78 -6.03 -8.68  -0.3534
C17 -7.18 -7.57 -10.14  -0.2125
C18 -6.95 -9.00 -9.69  -0.1851
C19 -6.46 -8.99 -8.21  -0.1816
C20 -7.19 -7.86 -7.48  -0.1977
H29 -6.31 -7.12 -10.63  0.1010
H30 -8.00 -7.52 -10.86  0.0892
H31 -7.86 -9.58 -9.88  0.0855
H32 -6.21 -9.47 -10.33  0.0797
H33 -5.38 -8.85 -8.17  0.0841
H34 -6.54 -9.94 -7.67  0.1019
H35 -6.79 -7.45 -6.56  0.0878
H36 -8.18 -8.22 -7.18  0.0825
C21 -3.23 -7.04 -9.10  -0.0260
C22 -1.83 -6.76 -8.64  -0.5107
C23 -1.33 -7.52 -7.47  -0.0272
O13 -1.14 -5.92 -9.19  0.0620
H37 -3.94 -6.52 -8.45  0.0778
H38 -3.50 -8.09 -8.95  0.0655
H39 -3.43 -6.82 -10.14  0.0835
H40 -0.31 -7.19 -7.26  0.0838
H41 -1.33 -8.60 -7.61  0.0848
H42 -1.91 -7.30 -6.57  0.0814
C24 -14.35 -3.35 -8.23  -0.0162
C25 -12.88 -3.60 -7.95  -0.4874
C26 -12.02 -4.04 -9.10  -0.0178
O14 -12.48 -3.64 -6.81  0.0657
H43 -14.79 -4.04 -8.95  0.0776
H44 -14.45 -2.32 -8.59  0.0870
H45 -14.80 -3.46 -7.24  0.0826
H46 -11.88 -3.27 -9.87  0.0770
H47 -12.52 -4.90 -9.54  0.0712
H48 -11.09 -4.52 -8.79  0.0682
C27 -3.43 -10.28 -3.99  -0.0167
C28 -4.35 -9.46 -4.85  -0.4759
C29 -5.70 -9.04 -4.24  0.0022
O15 -3.98 -9.04 -5.91  0.0603
H49 -2.37 -10.22 -4.23  0.0829
H50 -3.80 -11.32 -4.06  0.0892
H51 -3.63 -10.08 -2.93  0.0768
H52 -6.40 -9.86 -4.41  0.0744
H53 -5.97 -8.05 -4.59  0.0670
H54 -5.55 -8.93 -3.17  0.0799
C30 -11.39 -8.87 -11.65  -0.0025
C31 -11.22 -8.94 -10.16  -0.4687
C32 -11.90 -7.90 -9.30  -0.0062
O16 -10.56 -9.82 -9.64  0.0415
H55 -10.78 -8.07 -12.08  0.0791
H56 -12.44 -8.73 -11.90  0.0866
H57 -11.10 -9.86 -12.02  0.0741
H58 -12.58 -8.40 -8.61  0.0951
H59 -12.47 -7.23 -9.95  0.0655
H60 -11.18 -7.31 -8.74  0.0684
C33 -1.87 -9.49 -11.96  0.0006
C34 -3.33 -9.61 -12.38  -0.4838
C35 -3.60 -10.34 -13.63  -0.0324
O17 -4.20 -9.19 -11.66  0.0514
H61 -1.72 -8.94 -11.03  0.0712
H62 -1.30 -8.99 -12.74  0.0902
H63 -1.57 -10.53 -11.79  0.0911
H64 -3.15 -9.78 -14.47  0.1023
H65 -4.64 -10.49 -13.93  0.0436
H66 -3.14 -11.33 -13.69  0.0947
C36 -6.24 -7.80 -13.87  0.0001
C37 -7.72 -7.80 -14.16  -0.4727
C38 -8.24 -7.50 -15.52  -0.0072
O18 -8.49 -8.07 -13.25  0.0203
H67 -5.85 -6.78 -13.87  0.0853
H68 -5.74 -8.29 -14.71  0.0851
H69 -6.08 -8.18 -12.87  0.0576
H70 -7.60 -7.87 -16.32  0.0858
H71 -8.35 -6.42 -15.60  0.0938
H72 -9.22 -7.95 -15.64  0.0854
C39 -9.14 -11.49 -7.62  -0.0161
C40 -8.70 -11.47 -6.16  -0.4949
C41 -8.15 -12.75 -5.60  -0.0275
O19 -8.87 -10.50 -5.46  0.0525
H73 -10.06 -10.94 -7.76  0.0648
H74 -9.40 -12.53 -7.83  0.0846
H75 -8.39 -11.12 -8.31  0.0585
H76 -7.77 -12.69 -4.58  0.0803
H77 -7.36 -13.13 -6.25  0.0873
H78 -8.96 -13.48 -5.58  0.0913